1.
Here is a single C27H29N3O5S molecule at a distorted geometry from OMol25. Energies are from ωB97M-V with the def2-TZVPD basis set.

Its structure (SMILES) is Cc1ccc(S(=O)(=O)N(C)c2ccc(C(=O)N3CCN(Cc4ccc5c(c4)OCO5)CC3)cc2)cc1. Its total energy is -54012.245 eV. The energy relative to the best compared isomer or geometry (same formula, charge and spin) is 48.61 kcal/mol. As for the gap between HOMO and LUMO: 8.76 eV. The calculation puts the strongest force on any atom at 0.025 Eh/bohr.

Last column: Löwdin charge in e.
Geometry (Å):
1 C -5.33 -1.95 3.96  -0.05
2 C -5.41 -1.44 2.56  -0.27
3 C -6.05 -2.16 1.56  -0.03
4 C -6.12 -1.68 0.27  -0.06
5 C -5.56 -0.45 -0.02  -0.27
6 S -5.48 0.10 -1.72  0.70
7 O -6.44 -0.61 -2.52  -0.28
8 O -5.48 1.53 -1.77  -0.27
9 N -3.95 -0.47 -2.18  -0.21
10 C -3.96 -1.88 -2.50  -0.09
11 C -2.88 0.05 -1.43  -0.29
12 C -2.65 1.42 -1.47  -0.02
13 C -1.64 1.98 -0.72  -0.02
14 C -0.81 1.18 0.07  -0.15
15 C 0.22 1.78 0.97  -0.42
16 O 0.16 1.63 2.18  0.07
17 N 1.18 2.52 0.38  -0.05
18 C 1.51 2.51 -1.03  -0.12
19 C 2.84 1.77 -1.24  -0.17
20 N 3.87 2.43 -0.46  -0.16
21 C 5.22 1.98 -0.78  -0.15
22 C 5.49 0.53 -0.45  -0.22
23 C 5.96 0.17 0.81  -0.05
24 C 6.16 -1.16 1.17  0.02
25 C 5.87 -2.11 0.23  -0.20
26 C 5.41 -1.76 -1.04  -0.19
27 C 5.21 -0.45 -1.40  0.04
28 O 5.21 -2.90 -1.78  0.04
29 C 5.57 -3.97 -0.94  -0.16
30 O 5.98 -3.48 0.32  0.04
31 C 3.55 2.38 0.95  -0.16
32 C 2.23 3.12 1.18  -0.11
33 C -1.04 -0.19 0.09  0.00
34 C -2.05 -0.76 -0.65  -0.01
35 C -4.92 0.29 0.95  -0.05
36 C -4.85 -0.20 2.24  -0.02
37 H -6.05 -1.43 4.59  0.09
38 H -4.34 -1.79 4.38  0.08
39 H -5.56 -3.02 4.00  0.08
40 H -6.49 -3.12 1.80  0.11
41 H -6.62 -2.23 -0.52  0.11
42 H -4.10 -2.52 -1.61  0.09
43 H -3.02 -2.14 -2.98  0.10
44 H -4.78 -2.05 -3.18  0.08
45 H -3.30 2.04 -2.07  0.11
46 H -1.49 3.05 -0.74  0.13
47 H 0.72 2.02 -1.60  0.12
48 H 1.62 3.54 -1.37  0.13
49 H 3.11 1.82 -2.29  0.13
50 H 2.71 0.72 -0.95  0.13
51 H 5.38 2.16 -1.84  0.12
52 H 5.91 2.62 -0.22  0.12
53 H 6.19 0.95 1.53  0.11
54 H 6.53 -1.43 2.15  0.12
55 H 4.86 -0.20 -2.39  0.13
56 H 6.40 -4.54 -1.40  0.14
57 H 4.71 -4.65 -0.81  0.14
58 H 4.34 2.89 1.51  0.13
59 H 3.46 1.35 1.32  0.13
60 H 1.93 3.05 2.23  0.12
61 H 2.33 4.17 0.89  0.13
62 H -0.41 -0.81 0.71  0.12
63 H -2.20 -1.82 -0.61  0.11
64 H -4.50 1.25 0.69  0.12
65 H -4.35 0.37 3.01  0.12

2.
Here is a molecular structure, C6H10Br2OS at a distorted geometry from OMol25. Energies are from ωB97M-V with the def2-TZVPD basis set.

Its total energy is -159347.811 eV. The energy relative to the best compared isomer or geometry (same formula, charge and spin) is 83.85 kcal/mol. As for the gap between HOMO and LUMO (alpha / beta): 6.83 / 6.84 eV. The calculation puts the strongest force on any atom at 0.083 Eh/bohr.

Last column: Löwdin charge in e.
Geometry (Å):
1 C -0.44 -0.33 1.04  -0.68
2 C 1.44 -1.88 1.68  -0.11
3 C -0.42 1.57 -2.08  -0.24
4 C 0.25 -1.68 0.83  -0.26
5 C 0.46 1.10 -1.03  -0.58
6 C -1.62 -0.05 0.33  -1.18
7 O 0.13 0.54 1.73  -0.21
8 S 0.84 2.18 0.13  1.01
9 Br -2.17 -1.21 -0.98  0.77
10 Br -2.58 1.54 0.49  0.79
11 H 2.33 -2.22 1.14  0.08
12 H 1.28 -2.62 2.34  0.03
13 H 1.58 -0.88 2.12  0.08
14 H -0.14 2.60 -2.33  0.07
15 H -1.51 1.55 -1.68  0.02
16 H -0.41 0.83 -2.91  0.09
17 H -0.41 -2.59 0.97  0.12
18 H 0.44 -1.67 -0.37  0.11
19 H 1.08 0.12 -1.15  0.13
20 H -0.13 3.07 -0.29  -0.05

3.
Here is a molecular structure, C10H13Cl8IrN3Si at a distorted geometry from OMol25. Energies are from ωB97M-V with the def2-TZVPD basis set.

Its spin multiplicity is 2. Its net charge is +2. Its total energy is -125936.415 eV. The energy relative to the best compared isomer or geometry (same formula, charge and spin) is 17.79 kcal/mol. As for the gap between HOMO and LUMO (alpha / beta): 8.42 / 5.47 eV. The calculation puts the strongest force on any atom at 0.020 Eh/bohr.

Last column: Löwdin charge in e.
Geometry (Å):
1 Ir 0.52 0.04 -0.01  1.08
2 N 0.50 -0.32 -2.07  -0.13
3 C 0.39 -1.82 -2.25  -0.19
4 C -0.53 -2.53 -1.23  -0.15
5 N -0.71 -1.75 0.04  -0.18
6 C -0.67 -2.45 1.35  -0.14
7 C 0.43 -1.86 2.23  -0.19
8 N 0.48 -0.38 2.07  -0.10
9 H -0.29 0.14 -2.52  0.05
10 H 1.33 0.00 -2.57  0.08
11 H 1.40 -2.21 -2.19  0.07
12 H 0.03 -2.02 -3.26  0.14
13 H -0.13 -3.51 -0.99  0.13
14 H -1.52 -2.68 -1.66  0.12
15 H -1.63 -1.31 -0.03  0.05
16 H -0.51 -3.51 1.21  0.14
17 H -1.65 -2.33 1.81  0.14
18 H 1.41 -2.23 1.95  0.10
19 H 0.25 -2.11 3.28  0.14
20 H 1.28 0.00 2.58  0.07
21 H -0.34 0.05 2.51  0.12
22 Cl 2.90 -1.27 -0.30  0.39
23 Si 2.70 0.83 0.01  -0.76
24 Cl 3.80 1.21 1.64  0.37
25 Cl 3.33 1.90 -1.58  0.38
26 Cl 0.85 2.79 1.84  0.72
27 C -0.52 2.71 0.80  -0.65
28 C -0.73 1.55 -0.01  -0.34
29 C -1.93 1.61 -0.79  -0.63
30 Cl -2.46 0.22 -1.67  0.82
31 C -2.78 2.71 -0.83  -0.70
32 Cl -4.19 2.72 -1.78  0.78
33 C -2.48 3.84 -0.05  -0.67
34 Cl -3.47 5.20 -0.08  0.84
35 C -1.34 3.83 0.79  -0.70
36 Cl -0.99 5.19 1.75  0.78

4.
Here is a single C3H7BO2S molecule at a distorted geometry from OMol25. Energies are from ωB97M-V with the def2-TZVPD basis set.

Its structure (SMILES) is C[C@@H]1COB(S)O1. Its total energy is -18833.334 eV. The energy relative to the best compared isomer or geometry (same formula, charge and spin) is 0.00 kcal/mol. As for the gap between HOMO and LUMO: 10.08 eV. The calculation puts the strongest force on any atom at 0.072 Eh/bohr.

Last column: Löwdin charge in e.
Geometry (Å):
1 C 1.06 1.34 -0.27  -0.05
2 C -0.07 0.76 0.50  -0.20
3 C 0.20 -0.50 1.37  -0.11
4 O -0.02 -1.61 0.54  0.04
5 B -0.80 -1.22 -0.53  -1.11
6 S -1.33 -2.27 -1.90  0.82
7 O -0.97 0.10 -0.64  0.04
8 H 1.81 1.77 0.43  0.10
9 H 0.83 2.10 -1.02  0.09
10 H 1.67 0.56 -0.78  0.11
11 H -0.64 1.50 0.99  0.13
12 H 1.22 -0.53 1.78  0.15
13 H -0.64 -0.52 1.97  0.11
14 H -2.33 -1.48 -2.44  -0.11

5.
Here is a molecular structure, C6H5BrMnNO2 at a distorted geometry from OMol25. Energies are from ωB97M-V with the def2-TZVPD basis set.

Its spin multiplicity is 6. Its net charge is +1. Its total energy is -113233.659 eV. The energy relative to the best compared isomer or geometry (same formula, charge and spin) is 138.47 kcal/mol. As for the gap between HOMO and LUMO (alpha / beta): 6.71 / 6.20 eV. The calculation puts the strongest force on any atom at 0.249 Eh/bohr.

Last column: Löwdin charge in e.
Geometry (Å):
1 Mn -11.04 -20.61 2.68  0.69
2 Br -11.30 -18.88 3.33  0.78
3 C -13.23 -17.47 3.54  -0.26
4 C -14.57 -17.65 3.75  -0.05
5 C -15.41 -16.58 3.51  0.02
6 C -14.95 -15.35 2.99  -0.09
7 C -13.56 -15.21 2.66  0.04
8 C -12.77 -16.29 2.98  -0.11
9 N -15.85 -14.23 2.74  -0.35
10 O -15.50 -13.18 2.22  0.08
11 O -17.00 -14.36 3.08  0.10
12 H -12.47 -18.21 3.77  -0.32
13 H -15.03 -18.41 4.36  0.12
14 H -16.46 -16.79 3.70  0.12
15 H -13.19 -14.26 2.30  0.13
16 H -11.70 -16.19 2.96  0.10

6.
Here is a gas-phase ion, C4H9NOP (charge +1) from OMol25. Energies are from ωB97M-V with the def2-TZVPD basis set.

Its net charge is +1. Its structure (SMILES) is O=[PH2]C1=[NH+]CCC1. Its total energy is -17113.190 eV. The energy relative to the best compared isomer or geometry (same formula, charge and spin) is 0.00 kcal/mol. As for the gap between HOMO and LUMO: 10.13 eV. The calculation puts the strongest force on any atom at 0.005 Eh/bohr.

Last column: Löwdin charge in e.
Geometry (Å):
1 O -1.15 -1.30 2.73  -0.36
2 P -0.63 -1.86 1.48  0.76
3 C -0.05 -0.49 0.37  -0.27
4 N 0.82 -0.57 -0.57  0.11
5 C 1.05 0.73 -1.26  -0.09
6 C -0.25 1.45 -0.92  -0.13
7 C -0.55 0.91 0.49  -0.11
8 H -1.51 -2.50 0.60  0.04
9 H 0.50 -2.69 1.52  0.03
10 H 1.32 -1.42 -0.80  0.18
11 H 1.93 1.20 -0.81  0.14
12 H 1.21 0.56 -2.32  0.14
13 H -0.22 2.53 -1.00  0.13
14 H -1.02 1.08 -1.60  0.13
15 H 0.12 1.38 1.23  0.16
16 H -1.57 0.99 0.86  0.14